Record 1
{
  "formula": "C17H17N7O5",
  "method": "wB97M-V/def2-TZVPD",
  "max_force_ha_per_bohr": 0.0573,
  "total_charge": 0,
  "smiles": "O=[N+]([O-])c1cc([N+](=O)[O-])c2nnnn2c1.C(=C\\N1CCOCC1)/c1ccccc1",
  "e_lumo_ev": -1.95,
  "e_tot_ev": -38563.290,
  "homo_lumo_gap_ev": 5.4,
  "elements": ["O", "O", "O", "O", "O", "N", "N", "N", "N", "N", "N", "N", "C", "C", "C", "C", "C", "C", "C", "C", "C", "C", "C", "C", "C", "C", "C", "C", "C", "H", "H", "H", "H", "H", "H", "H", "H", "H", "H", "H", "H", "H", "H", "H", "H", "H"],
  "positions_angstrom": [[5.21, -0.02, 1.18], [-3.68, 3.92, -3.16], [1.25, 3.21, -2.58], [-5.06, 2.33, -2.55], [1.82, 1.38, -1.51], [-1.82, -0.23, -1.92], [-3.92, 2.75, -2.77], [0.96, 2.12, -2.06], [-3.98, -0.36, -2.36], [-2.21, -1.52, -1.71], [-3.49, -1.57, -1.98], [2.59, -0.79, 1.05], [-2.76, 1.89, -2.56], [-0.58, 0.31, -1.66], [-1.09, -0.64, 1.21], [-2.94, 0.49, -2.31], [-0.39, 1.63, -2.08], [5.01, -1.43, 1.15], [4.33, 0.61, 2.11], [3.60, -1.81, 0.72], [0.25, -0.21, 0.87], [-2.07, 0.32, 1.60], [2.88, 0.50, 1.67], [-3.41, -0.05, 1.69], [-3.80, -1.37, 1.40], [-2.82, -2.33, 1.08], [-1.48, 2.44, -2.48], [1.31, -1.08, 0.73], [-1.47, -2.00, 1.10], [2.23, 0.63, 2.55], [5.21, -1.88, 2.14], [-0.70, -2.76, 0.95], [2.65, 1.30, 0.95], [-1.33, 3.49, -2.70], [3.32, -2.75, 1.21], [-3.12, -3.36, 0.84], [4.42, 0.17, 3.12], [3.60, -1.97, -0.36], [-4.16, 0.69, 1.97], [1.16, -2.08, 0.30], [-4.85, -1.65, 1.41], [5.74, -1.80, 0.41], [4.64, 1.66, 2.11], [0.44, 0.86, 0.93], [0.24, -0.39, -1.50], [-1.74, 1.34, 1.79]],
  "nbo_charge": [-0.512, -0.380, -0.350, -0.315, -0.395, -0.200, 0.501, 0.504, -0.261, -0.063, -0.003, -0.384, 0.005, 0.155, -0.055, 0.302, -0.053, -0.077, -0.077, -0.233, -0.394, -0.243, -0.243, -0.223, -0.190, -0.207, -0.110, 0.098, -0.216, 0.213, 0.166, 0.201, 0.207, 0.291, 0.201, 0.219, 0.165, 0.196, 0.218, 0.198, 0.212, 0.208, 0.210, 0.215, 0.291, 0.208]
}

Record 2
{
  "formula": "C17H17NO2",
  "method": "wB97M-V/def2-TZVPD",
  "max_force_ha_per_bohr": 0.0157,
  "total_charge": 0,
  "smiles": "CCCc1ccc(-c2ccc(/C=C/C(=O)O)cc2)nc1",
  "e_lumo_ev": -0.33,
  "e_tot_ev": -23490.451,
  "relative_energy_kcal_mol": 11.4,
  "homo_lumo_gap_ev": 8.0,
  "elements": ["O", "O", "N", "C", "C", "C", "C", "C", "C", "C", "C", "C", "C", "C", "C", "C", "C", "C", "C", "C", "H", "H", "H", "H", "H", "H", "H", "H", "H", "H", "H", "H", "H", "H", "H", "H", "H"],
  "positions_angstrom": [[-4.53, -4.69, -5.28], [-3.75, -2.85, -6.26], [0.72, -0.76, 1.45], [1.20, 1.93, 1.84], [2.39, 1.40, 4.03], [-1.69, -2.24, -1.57], [1.37, -0.33, 2.52], [-1.15, -0.31, -2.90], [2.92, 3.89, 4.27], [-0.48, 0.24, -1.83], [-0.40, -0.43, -0.62], [-3.20, -3.22, -3.99], [-2.49, -2.08, -3.94], [-3.89, -3.67, -5.20], [3.42, 2.52, 3.83], [0.31, 0.12, 0.55], [-1.79, -1.56, -2.79], [1.65, 1.01, 2.78], [-1.01, -1.68, -0.51], [0.52, 1.49, 0.72], [2.01, 4.17, 3.73], [4.32, 2.28, 4.42], [-2.44, -1.48, -4.83], [-3.32, -3.88, -3.15], [1.66, 1.72, 4.78], [-0.94, -2.21, 0.43], [3.73, 2.55, 2.78], [-4.23, -3.22, -7.02], [3.67, 4.65, 4.08], [0.15, 2.20, 0.00], [1.69, -1.11, 3.21], [-2.16, -3.20, -1.45], [2.69, 3.89, 5.33], [-1.20, 0.22, -3.84], [0.02, 1.19, -1.96], [2.88, 0.51, 4.42], [1.36, 2.98, 1.98]],
  "nbo_charge": [-0.591, -0.696, -0.420, -0.180, -0.427, -0.126, 0.056, -0.163, -0.601, -0.202, -0.051, -0.329, -0.091, 0.751, -0.395, 0.171, -0.124, -0.045, -0.185, -0.224, 0.195, 0.207, 0.220, 0.221, 0.216, 0.236, 0.203, 0.500, 0.211, 0.215, 0.186, 0.204, 0.204, 0.210, 0.212, 0.216, 0.213]
}

Record 3
{
  "formula": "C17H18BCrN7O2S2",
  "method": "wB97M-V/def2-TZVPD",
  "multiplicity": 5,
  "max_force_ha_per_bohr": 0.0528,
  "s2": 6.01,
  "total_charge": 0,
  "e_lumo_ev": [-0.27, -0.24],
  "e_tot_ev": -83216.417,
  "homo_lumo_gap_ev": [7.8, 8.5],
  "elements": ["Cr", "S", "S", "O", "O", "N", "N", "N", "N", "N", "N", "N", "C", "C", "C", "C", "C", "C", "C", "C", "C", "C", "C", "C", "C", "C", "C", "C", "C", "B", "H", "H", "H", "H", "H", "H", "H", "H", "H", "H", "H", "H", "H", "H", "H", "H", "H", "H"],
  "positions_angstrom": [[0.22, -0.39, -0.75], [0.87, 2.34, 3.81], [0.31, -1.02, 1.54], [2.18, 2.49, 4.38], [0.21, 3.57, 3.46], [1.83, -0.62, -3.11], [0.89, 1.33, 2.49], [-1.20, -0.59, -2.92], [-0.44, -0.07, -3.96], [1.67, -1.09, -1.81], [0.45, 1.45, -1.34], [0.80, 1.64, -2.68], [3.38, -2.16, -2.77], [0.25, 0.21, 2.71], [-2.32, -0.69, -4.92], [-0.59, 1.40, 6.10], [-2.37, -0.96, -3.54], [-1.37, 0.36, 6.64], [-1.69, -0.78, 5.90], [2.65, -2.03, -1.60], [-1.20, -0.87, 4.59], [-1.07, -0.14, -5.14], [2.84, -1.27, -3.68], [0.96, 2.95, -2.90], [-1.96, -3.19, 1.02], [-0.13, 1.27, 4.79], [0.42, 2.68, -0.75], [-0.41, 0.13, 4.04], [0.72, 3.64, -1.71], [0.95, 0.50, -3.71], [-3.09, -0.86, -5.65], [-2.30, -3.51, 2.03], [1.44, 0.91, -4.73], [0.77, 4.72, -1.58], [-1.95, -2.07, 0.96], [-0.35, 2.27, 6.70], [-0.61, 0.21, -6.06], [-1.41, -1.74, 3.98], [-1.74, 0.42, 7.66], [-2.67, -3.61, 0.27], [1.24, 3.30, -3.89], [-3.22, -1.40, -3.04], [0.20, 2.81, 0.30], [3.11, -1.05, -4.70], [2.76, -2.53, -0.64], [4.20, -2.83, -2.95], [-2.29, -1.58, 6.32], [-0.93, -3.53, 0.84]],
  "nbo_charge": [1.308, 2.286, -0.360, -0.916, -0.931, -0.301, -0.738, -0.386, -0.341, -0.413, -0.434, -0.315, -0.344, 0.126, -0.358, -0.180, -0.024, -0.191, -0.190, 0.000, -0.197, 0.000, 0.036, 0.033, -0.858, -0.319, 0.011, -0.039, -0.347, 0.539, 0.231, 0.216, -0.024, 0.241, 0.216, 0.236, 0.225, 0.232, 0.220, 0.207, 0.229, 0.214, 0.256, 0.231, 0.237, 0.238, 0.223, 0.212]
}

Record 4
{
  "formula": "C17H18BN7O3SW",
  "method": "wB97M-V/def2-TZVPD",
  "multiplicity": 3,
  "max_force_ha_per_bohr": 0.0581,
  "s2": 2.01,
  "total_charge": 2,
  "e_lumo_ev": [-8.39, -8.23],
  "e_tot_ev": -47815.315,
  "relative_energy_kcal_mol": 13.4,
  "homo_lumo_gap_ev": [6.8, 7.0],
  "elements": ["W", "S", "O", "O", "O", "N", "N", "N", "N", "N", "N", "N", "C", "C", "C", "C", "C", "C", "C", "C", "C", "C", "C", "C", "C", "C", "C", "C", "C", "B", "H", "H", "H", "H", "H", "H", "H", "H", "H", "H", "H", "H", "H", "H", "H", "H", "H", "H"],
  "positions_angstrom": [[0.10, 0.19, -0.60], [0.43, 1.47, 2.03], [1.38, 2.35, 1.39], [0.59, -2.34, 1.89], [-0.95, 1.88, 2.17], [-1.41, -0.03, -3.06], [1.28, -0.93, -1.75], [0.49, -0.09, 1.31], [-1.63, -0.12, -1.68], [1.03, -0.71, -3.13], [0.37, 1.80, -2.93], [0.32, 1.97, -1.53], [1.46, 0.52, 5.91], [1.09, 1.31, 4.81], [2.18, -2.62, -2.92], [1.99, -2.13, -1.64], [-2.58, -0.18, -3.69], [0.28, 4.00, -2.52], [1.60, -1.71, -3.81], [1.80, -0.84, 5.75], [0.84, -1.16, 2.15], [1.33, -0.61, 3.41], [1.74, -1.41, 4.49], [0.26, 3.33, -1.29], [-2.44, -2.13, 1.90], [-2.98, -0.26, -1.49], [-3.60, -0.30, -2.74], [0.41, 3.01, -3.50], [1.06, 0.75, 3.53], [0.01, 0.40, -3.59], [0.21, 5.06, -2.67], [0.23, 3.70, -0.28], [2.69, -3.53, -3.17], [2.07, -1.44, 6.62], [-1.52, -2.70, 2.19], [1.51, 0.96, 6.91], [1.62, -1.68, -4.89], [-3.42, -0.34, -0.50], [0.01, 0.47, -4.79], [-3.20, -2.79, 1.47], [0.59, 3.06, -4.55], [0.84, 2.36, 4.93], [-4.65, -0.40, -2.94], [-2.17, -1.34, 1.14], [1.97, -2.46, 4.29], [2.24, -2.52, -0.66], [-2.65, -0.19, -4.77], [-2.84, -1.62, 2.79]],
  "nbo_charge": [2.011, 2.228, -0.878, -0.521, -0.856, -0.315, -0.441, -0.943, -0.463, -0.309, -0.324, -0.440, -0.142, -0.192, -0.292, 0.050, 0.097, -0.298, 0.111, -0.164, 0.672, -0.183, -0.123, 0.068, -0.846, 0.056, -0.299, 0.107, -0.231, 0.496, 0.282, 0.276, 0.282, 0.255, 0.244, 0.255, 0.268, 0.268, 0.034, 0.235, 0.263, 0.252, 0.281, 0.139, 0.257, 0.272, 0.266, 0.235]
}

Record 5
{
  "formula": "C17H18BrIrN2O6Si",
  "method": "wB97M-V/def2-TZVPD",
  "max_force_ha_per_bohr": 0.0074,
  "total_charge": 0,
  "e_lumo_ev": [-1.50, -1.54],
  "e_tot_ev": -113945.466,
  "relative_energy_kcal_mol": 63.7,
  "homo_lumo_gap_ev": [6.0, 5.3],
  "elements": ["Ir", "Br", "Si", "O", "O", "O", "O", "O", "O", "N", "N", "C", "C", "C", "C", "C", "C", "C", "C", "C", "C", "C", "C", "C", "C", "C", "C", "C", "H", "H", "H", "H", "H", "H", "H", "H", "H", "H", "H", "H", "H", "H", "H", "H", "H", "H"],
  "positions_angstrom": [[-0.40, 0.38, 1.41], [-3.45, -1.36, 2.30], [-0.21, -1.01, -2.78], [-3.08, 3.37, 1.43], [1.44, 0.22, -1.01], [-2.24, 1.29, 1.42], [2.83, -1.71, 2.67], [1.52, -0.29, 1.55], [3.02, 1.78, -1.47], [0.06, 2.05, 0.56], [-0.69, -1.35, 2.55], [-2.18, 2.57, 1.29], [-1.81, -1.96, 2.96], [-0.78, -2.30, -1.57], [0.49, -1.87, 2.96], [1.75, -1.25, 2.37], [-0.59, -3.53, 4.27], [-0.49, 4.37, 0.70], [1.65, 3.74, -0.15], [1.90, 1.41, -0.84], [-0.09, -1.68, -4.52], [-1.80, -3.04, 3.83], [-0.82, 3.06, 0.83], [0.80, 4.73, 0.26], [0.58, -2.94, 3.82], [1.23, 2.39, -0.09], [-1.27, 0.52, -2.69], [1.56, -0.48, -2.29], [-2.28, 0.31, -3.06], [-0.56, -4.37, 4.95], [0.25, -0.92, -5.22], [2.61, 3.97, -0.58], [1.57, -3.29, 4.09], [-1.06, -2.04, -4.86], [-1.24, 5.10, 0.96], [-0.13, -3.18, -1.57], [2.02, 0.17, -3.04], [0.61, -2.52, -4.58], [-1.37, 0.85, -1.66], [2.22, -1.34, -2.12], [-2.74, -3.48, 4.12], [-0.78, -1.87, -0.56], [-1.80, -2.62, -1.79], [3.51, 1.00, -1.76], [-0.87, 1.34, -3.29], [1.10, 5.77, 0.21]],
  "nbo_charge": [0.713, 0.147, 1.616, -0.625, -0.447, -0.709, -0.635, -0.710, -0.643, -0.350, -0.482, 0.745, 0.155, -1.123, 0.119, 0.742, -0.138, -0.162, -0.155, 0.776, -1.117, -0.265, 0.063, -0.225, -0.216, -0.033, -1.126, -0.510, 0.250, 0.227, 0.239, 0.236, 0.259, 0.248, 0.254, 0.239, 0.199, 0.240, 0.262, 0.221, 0.242, 0.261, 0.246, 0.509, 0.236, 0.226]
}

Record 6
{
  "formula": "C17H18Cl2N2O2",
  "method": "wB97M-V/def2-TZVPD",
  "max_force_ha_per_bohr": 0.2579,
  "total_charge": 0,
  "e_lumo_ev": 0.28,
  "e_tot_ev": -50028.791,
  "relative_energy_kcal_mol": 39.8,
  "homo_lumo_gap_ev": 9.2,
  "elements": ["Cl", "Cl", "O", "O", "N", "N", "C", "C", "C", "C", "C", "C", "C", "C", "C", "C", "C", "C", "C", "C", "C", "C", "C", "H", "H", "H", "H", "H", "H", "H", "H", "H", "H", "H", "H", "H", "H", "H", "H", "H", "H"],
  "positions_angstrom": [[6.20, 2.01, 0.66], [4.34, 0.11, 4.85], [-3.98, 0.28, -0.42], [0.21, -0.93, 2.27], [-1.79, -1.16, 0.45], [1.50, -0.20, 0.64], [-2.56, -2.55, -0.04], [-0.20, 0.10, -2.19], [5.17, 1.28, 2.71], [-1.15, 2.62, -1.34], [-4.33, -1.00, -0.88], [3.01, -0.01, 2.51], [-0.65, 0.34, -0.94], [2.76, 0.26, 1.31], [4.14, 0.52, 3.35], [-0.84, 2.49, -2.54], [-0.19, 1.24, -3.13], [0.37, -0.70, 1.03], [3.88, 0.84, 0.67], [5.01, 1.19, 1.31], [-0.48, -0.81, 0.04], [-3.19, -1.95, -1.24], [-1.07, 1.50, -0.46], [6.12, 1.24, 3.28], [-1.72, -3.13, -0.20], [-0.98, 3.57, -3.06], [-3.28, -2.92, 0.76], [-2.41, -1.41, -2.15], [-3.45, -2.98, -1.87], [-1.55, 1.41, 0.75], [-4.96, -0.92, -2.03], [-1.59, 3.34, -0.94], [-5.09, -1.61, -0.27], [2.09, -0.50, 3.35], [-0.21, -1.63, -0.62], [-3.21, -0.32, 0.11], [0.26, -0.70, -2.45], [0.05, 1.25, -4.04], [1.73, 0.05, -0.40], [-1.62, -1.35, 1.57], [3.68, 1.13, -0.44]],
  "nbo_charge": [0.103, 0.140, -0.752, -0.631, -0.682, -0.553, -0.210, -0.221, -0.253, -0.230, -0.094, -0.230, -0.048, 0.132, -0.085, -0.182, -0.144, 0.631, -0.254, -0.125, -0.203, -0.461, -0.131, 0.241, 0.191, 0.215, 0.223, 0.227, 0.224, 0.235, 0.145, 0.200, 0.159, 0.265, 0.224, 0.512, 0.190, 0.184, 0.413, 0.418, 0.218]
}